1.
Density functional theory data (ωB97M-V/def2-TZVPD) for 2 unconnected molecules or ions with the total composition C20H35Br2Cl2IN3O2.

Values from the calculation:
- molecular weight (g mol⁻¹) = 707.1
- net charge = +1
- gap between HOMO and LUMO (eV) = 8.15
- multiplicity = 1

Last column: Mulliken charge in e.
Element x y z (Å)
C 7.463 -2.277 1.228  -0.67
C 7.136 -2.030 -0.022  -0.29
C 6.585 -0.716 -0.468  0.65
O 7.212 0.305 -0.556  -0.51
O 5.271 -0.812 -0.780  -0.32
C 4.732 0.258 -1.576  -0.63
C 4.149 1.369 -0.721  -0.82
C 2.956 0.905 0.122  -0.51
C 1.610 1.088 -0.577  -0.89
C 0.427 0.871 0.372  1.63
C -0.873 1.496 -0.167  -1.30
C -2.202 0.703 -0.069  0.00
C -2.208 -0.812 0.060  -0.54
C -1.580 -1.561 1.229  -0.43
C -2.459 -2.657 1.855  -0.91
C -2.096 -4.080 1.469  -1.17
I -2.711 -4.585 -0.509  0.02
N -1.880 -1.227 -1.355  0.14
Cl -0.347 -1.900 -1.727  0.00
C -2.286 -0.210 -2.137  -0.25
N -2.093 -0.170 -3.436  -0.15
N -2.859 0.813 -1.437  0.07
C -4.325 0.971 -1.436  0.35
Cl -4.665 2.657 -0.950  -0.16
C -5.007 0.612 -2.744  -0.92
C -5.300 -0.895 -2.865  -1.00
H 7.329 -1.529 2.000  0.27
H 7.876 -3.232 1.518  0.28
H 7.258 -2.778 -0.797  0.30
H 3.954 -0.211 -2.181  0.36
H 5.501 0.641 -2.245  0.40
H 4.938 1.779 -0.092  0.35
H 3.842 2.169 -1.403  0.45
H 2.942 1.446 1.072  0.36
H 3.088 -0.155 0.361  0.35
H 1.536 0.348 -1.383  0.03
H 1.549 2.079 -1.036  0.42
H 0.689 1.359 1.313  -0.55
H 0.322 -0.196 0.548  -0.40
H -0.727 1.805 -1.204  0.54
H -1.032 2.421 0.391  0.25
H -2.828 1.211 0.661  0.90
H -3.275 -1.058 0.116  0.23
H -1.342 -0.817 1.991  0.16
H -0.621 -1.992 0.930  0.47
H -3.514 -2.485 1.631  0.37
H -2.332 -2.592 2.938  0.46
H -2.595 -4.796 2.115  0.54
H -1.025 -4.258 1.536  0.44
H -1.828 -0.990 -3.960  0.26
H -2.151 0.716 -3.912  0.32
H -4.735 0.358 -0.632  0.24
H -5.927 1.190 -2.781  0.51
H -4.408 0.966 -3.584  0.34
H -6.366 -1.072 -2.985  0.37
H -4.794 -1.341 -3.720  0.26
H -4.982 -1.446 -1.975  0.25
Br 0.631 4.255 2.276  -0.12
C 0.166 3.751 4.096  -0.59
C -0.265 2.311 4.183  -0.54
Br -2.052 2.047 3.449  -0.10
H -0.612 4.434 4.418  0.38
H 1.063 3.909 4.690  0.36
H -0.323 1.985 5.219  0.45
H 0.398 1.653 3.630  0.24

---

2.
Density functional theory data (ωB97M-V/def2-TZVPD) for a molecular structure, C20H42O2P4Pd at a distorted geometry.

Values from the calculation:
- molecular weight (g mol⁻¹) = 544.9
- net charge = +4
- gap between HOMO and LUMO (alpha / beta) (eV) = 5.23 / 5.71
- multiplicity = 5

Last column: Mulliken charge in e.
Element x y z (Å)
P -0.061 0.202 3.629  1.30
C -0.172 -0.533 5.247  -1.38
H -0.311 0.297 5.957  0.48
H 0.768 -1.064 5.461  0.43
H -1.041 -1.208 5.274  0.40
C 1.492 1.069 3.384  -0.97
H 1.417 1.802 2.566  -0.02
H 2.300 0.361 3.154  0.38
H 1.734 1.602 4.315  0.47
C -1.373 1.362 3.285  -1.05
H -1.448 2.080 4.113  0.46
H -2.321 0.820 3.183  0.40
H -1.167 1.902 2.349  0.05
P -3.241 0.447 -1.664  0.70
C -3.662 -1.241 -1.077  -0.91
H -4.606 -1.649 -1.436  0.44
H -3.624 -1.285 0.023  0.31
H -2.815 -1.891 -1.380  0.23
C -4.512 1.712 -1.314  -0.95
H -4.100 2.670 -1.689  0.33
H -4.580 1.860 -0.223  0.36
H -5.497 1.510 -1.745  0.41
C -3.019 0.362 -3.492  -0.98
H -3.943 0.263 -4.072  0.42
H -2.300 -0.429 -3.768  0.31
H -2.484 1.295 -3.758  0.30
P 3.016 -1.343 -2.216  0.89
C 2.942 -3.177 -2.187  -0.89
H 3.783 -3.679 -2.690  0.42
H 2.019 -3.567 -2.665  0.41
H 2.926 -3.571 -1.151  0.27
C 3.301 -0.475 -3.786  -1.10
H 4.269 -0.649 -4.276  0.43
H 3.181 0.593 -3.537  0.33
H 2.487 -0.735 -4.481  0.40
C 4.017 -0.557 -0.913  -1.01
H 4.953 -0.126 -1.294  0.45
H 4.203 -1.222 -0.057  0.31
H 3.336 0.257 -0.575  0.23
Pd 0.847 2.167 -0.925  0.54
C -0.200 -1.038 2.252  -0.51
O -0.644 -0.646 1.148  -0.42
C 1.481 -0.289 -1.702  0.46
O 0.328 -0.631 -1.666  -0.34
C 1.019 3.524 -2.442  -0.60
C 2.151 3.566 -1.585  -0.52
C 1.953 3.700 -0.186  -0.68
C 0.631 3.765 0.318  -0.32
C -0.486 3.670 -0.541  -0.50
C -0.290 3.551 -1.926  -0.37
H 1.149 3.273 -3.497  0.55
H 3.126 3.251 -1.952  0.53
H 2.776 3.548 0.507  0.49
H 0.476 3.771 1.390  0.69
H -1.501 3.652 -0.141  0.53
H -1.173 3.406 -2.566  0.57
C -0.003 -3.647 3.725  -1.24
P 0.513 -2.758 2.270  1.03
C 2.289 -2.543 2.168  -0.92
C -0.108 -3.576 0.802  -0.97
H 0.202 -3.091 4.649  0.37
H -1.082 -3.830 3.632  0.40
H 0.528 -4.610 3.757  0.43
H 2.740 -2.379 3.158  0.45
H 2.715 -3.458 1.731  0.52
H 2.512 -1.684 1.516  -0.16
H 0.480 -4.485 0.614  0.44
H -1.160 -3.861 0.950  0.40
H -0.036 -2.891 -0.054  0.08

---

3.
Density functional theory data (ωB97M-V/def2-TZVPD) for a molecular structure, C5H5O6Yb at a distorted geometry.

Values from the calculation:
- molecular weight (g mol⁻¹) = 334.1
- net charge = +3
- gap between HOMO and LUMO (alpha / beta) (eV) = 7.19 / 2.41
- multiplicity = 3

Last column: Mulliken charge in e.
Element x y z (Å)
C 4.381 -1.255 0.137  -0.05
C 2.863 -1.413 -0.030  0.28
O 2.131 -1.329 0.946  -0.53
O 5.112 -1.816 -0.629  -0.27
H 4.711 -0.743 1.064  0.33
H 2.533 -1.936 -0.945  0.38
C -1.448 1.429 -0.787  0.35
C -1.949 0.733 -2.157  -0.38
O -2.657 1.795 -2.731  -0.17
C -2.991 2.734 -1.833  0.71
O -2.316 2.515 -0.677  -0.23
O -3.853 3.537 -1.968  0.13
O -1.411 0.673 0.247  -0.37
H -2.605 -0.101 -1.881  0.35
H -1.111 0.428 -2.787  0.35
Yb -0.197 -1.016 1.499  1.75
H -0.383 1.793 -1.069  0.36

---

4.
Density functional theory data (ωB97M-V/def2-TZVPD) for C3H3N3O in the gas phase at a distorted geometry.

Values from the calculation:
- molecular weight (g mol⁻¹) = 97.1
- net charge = 0
- structure (SMILES) = O=c1nccn[nH]1
- gap between HOMO and LUMO (eV) = 8.80
- multiplicity = 1

Last column: Mulliken charge in e.
Element x y z (Å)
O 0.035 1.679 1.785  -0.48
C 0.016 0.943 0.897  0.45
N 0.158 1.317 -0.463  -0.43
C -0.105 0.452 -1.336  -0.02
C -0.191 -0.979 -0.896  -0.17
N 0.078 -1.440 0.432  -0.57
N 0.119 -0.444 1.266  0.16
H 0.114 0.728 -2.296  0.43
H -0.056 -1.679 -1.807  0.28
H -0.169 -0.578 2.418  0.35

---

5.
Density functional theory data (ωB97M-V/def2-TZVPD) for a molecular structure, C3H5IO2 at a distorted geometry.

Values from the calculation:
- molecular weight (g mol⁻¹) = 200.0
- net charge = 0
- gap between HOMO and LUMO (eV) = 9.19
- multiplicity = 1

Last column: Mulliken charge in e.
Element x y z (Å)
C 1.378 -0.773 -0.199  0.21
C -0.730 0.905 -0.393  -1.05
C -0.245 -0.068 0.649  0.07
O 1.396 -1.801 -0.761  -0.40
O -1.026 -1.131 0.953  -0.48
I 3.060 0.529 0.002  -0.03
H 0.088 1.544 -0.722  0.29
H -1.513 1.544 0.016  0.32
H -1.131 0.374 -1.256  0.34
H 0.148 0.380 1.557  0.38
H -1.426 -1.503 0.154  0.35

---

6.
Density functional theory data (ωB97M-V/def2-TZVPD) for a gas-phase ion, C6H13N4O (charge +1) at a distorted geometry.

Values from the calculation:
- molecular weight (g mol⁻¹) = 157.2
- net charge = +1
- structure (SMILES) = C=[NH+]NNCNC(=O)/C=C/C
- gap between HOMO and LUMO (eV) = 8.37
- multiplicity = 1

Last column: Mulliken charge in e.
Element x y z (Å)
C 0.053 1.854 -0.080  -0.42
N -1.092 1.525 0.371  0.17
N -2.085 0.749 -0.150  -0.24
N -1.958 0.507 -1.495  -0.25
C -1.479 -0.783 -1.942  -0.68
N -0.089 -0.946 -2.291  -0.11
C 1.018 -0.971 -1.461  0.09
O 2.091 -1.129 -1.938  -0.54
C 0.792 -0.874 0.026  -0.06
C 1.705 -0.393 0.853  -0.17
C 1.643 -0.450 2.380  -1.25
H 0.737 2.489 0.476  0.32
H 0.456 1.616 -1.077  0.35
H -1.332 1.983 1.279  0.34
H -2.324 -0.125 0.342  0.35
H -1.262 1.202 -1.836  0.35
H -2.110 -1.228 -2.719  0.31
H -1.597 -1.380 -0.863  0.25
H 0.174 -0.792 -3.288  0.28
H -0.086 -1.397 0.354  0.49
H 2.755 -0.125 0.539  0.44
H 0.600 -0.559 2.761  0.30
H 1.813 0.560 2.852  0.31
H 2.395 -1.144 2.650  0.38